Record 1
The following is a DFT calculation (ωB97M-V/def2-TZVPD) of a structure of composition C22H38AgFNO2S at a distorted geometry.

XYZ file:
```
66
Properties=species:S:1:pos:R:3:lowdin_charge:R:1
C -2.1752 7.1764 1.9327 -0.121
C -2.3035 6.0920 0.7534 -0.265
C -3.2913 4.9804 1.2739 -0.233
C -3.4893 3.7478 0.3001 -0.212
C -3.7570 4.1248 -1.2142 -0.203
C -3.1663 2.9827 -2.1670 -0.213
C -3.8522 1.5698 -1.9231 -0.202
C -2.9010 0.5366 -1.1497 -0.221
C -3.8499 -0.5467 -0.5018 -0.194
C -3.1398 -1.5512 0.5054 -0.197
C -1.7256 -1.0927 1.0191 -0.232
C -1.0382 -2.2214 1.9265 -0.192
C -0.7619 -3.4772 0.9699 -0.155
C 0.6813 -4.1121 1.2748 -0.187
N 1.5597 -3.8193 0.0951 -0.224
C 2.2554 -2.5393 0.4090 -0.181
C 3.0508 -1.9936 -0.8434 -0.090
C 4.5851 -2.0210 -0.7148 -0.018
C 5.3682 -2.4706 0.4828 0.071
C 6.8281 -2.4331 0.5268 0.037
C 7.5564 -1.9125 -0.6680 -0.030
C 6.8274 -1.4825 -1.8923 -0.030
C 5.3768 -1.5309 -1.9410 0.093
S 2.6887 -5.0464 -0.1908 0.718
O 3.6521 -5.2044 0.8904 -0.266
O 3.3117 -4.9265 -1.5060 -0.271
F 1.7902 -6.4104 -0.2603 -0.137
H -3.1989 7.2277 2.4071 0.074
H -1.4577 6.7577 2.6875 0.069
H -1.8495 8.1641 1.5111 0.071
H -1.2856 5.6929 0.4689 0.110
H -2.7710 6.6141 -0.1221 0.093
H -4.3072 5.3968 1.5051 0.114
H -2.8612 4.5776 2.2410 0.113
H -4.3793 3.1588 0.6575 0.110
H -2.5713 3.0947 0.3419 0.093
H -4.8581 4.2575 -1.3834 0.116
H -3.2558 5.0754 -1.5477 0.095
H -3.3969 3.3292 -3.2188 0.104
H -2.0447 2.9433 -2.0850 0.106
H -4.7822 1.7560 -1.3232 0.102
H -4.1130 1.1379 -2.9305 0.112
H -2.1985 0.0740 -1.9001 0.113
H -2.2935 1.1253 -0.4142 0.079
H -4.7219 -0.0401 0.0003 0.112
H -4.2697 -1.1622 -1.3490 0.116
H -3.7854 -1.6870 1.4252 0.120
H -3.1225 -2.5712 0.0137 0.105
H -1.8449 -0.1960 1.6894 0.119
H -1.0004 -0.8128 0.2040 0.094
H -1.6949 -2.5462 2.7733 0.119
H -0.0687 -1.7759 2.2939 0.095
H -0.7061 -3.0410 -0.0752 0.112
H -1.5847 -4.2333 0.9770 0.120
H 0.5530 -5.2034 1.4967 0.129
H 1.0495 -3.6271 2.2272 0.125
H 2.8463 -2.5921 1.3636 0.125
H 1.4235 -1.7986 0.6081 0.136
H 2.7238 -2.5337 -1.7845 0.157
H 2.7433 -0.9083 -0.9996 0.172
H 4.8546 -2.8533 1.3938 0.122
H 7.3639 -2.7714 1.4479 0.140
H 8.7072 -1.8266 -0.6698 0.016
H 7.3709 -1.1182 -2.7949 0.115
H 4.7965 -1.2129 -2.8500 0.153
Ag 9.9103 -2.2906 -1.6737 0.975
```

Computed properties:
Charge: +2
E_LUMO (alpha / beta) (Ha): -0.35127 / -0.41850
Expectation value of S²: 0.79
Total energy (eV): -46543.2489
2S+1: 2

=====

Record 2
The following is a DFT calculation (ωB97M-V/def2-TZVPD) of a structure of composition C45H62N3O2V at a distorted geometry.

XYZ file:
```
113
Properties=species:S:1:pos:R:3:lowdin_charge:R:1
V 11.8525 11.1769 14.8388 0.995
C 11.3849 9.8173 17.8006 -0.085
N 10.5441 10.5560 16.8440 -0.287
C 9.9127 11.7285 17.5091 -0.057
C 9.6140 9.5999 16.2115 -0.147
C 10.3082 8.8330 15.0543 -0.155
N 10.6190 9.5925 13.8364 -0.212
C 11.6024 8.8389 13.0522 -0.141
C 12.1187 9.5447 11.8530 -0.136
C 12.1437 8.8490 10.6361 0.023
C 12.6586 9.4284 9.4640 -0.159
C 12.9909 10.8152 9.6766 0.044
C 13.0632 11.4732 10.9058 -0.102
C 12.7245 10.7824 12.0379 -0.258
O 12.8518 11.3379 13.2568 -0.202
C 13.7139 12.8381 11.0253 -0.509
C 13.8369 13.4524 9.5997 -0.032
C 15.0598 12.6600 11.6703 -0.043
C 12.9642 13.7761 12.0197 -0.040
C 12.7881 8.6826 8.1721 -0.572
C 11.4629 8.1024 7.7563 -0.066
C 13.2056 9.6436 7.0780 -0.080
C 13.8996 7.5873 8.3568 -0.019
C 9.5172 9.9408 12.9712 -0.120
C 9.6115 11.2866 12.3561 -0.134
C 9.3234 11.4983 10.9666 0.040
C 8.9676 12.7326 10.4126 -0.171
C 8.9571 13.7456 11.3445 0.001
C 9.4297 13.6747 12.6375 -0.097
C 9.7370 12.4196 13.1503 -0.256
O 10.2905 12.3127 14.4142 -0.241
C 9.4306 15.0087 13.4816 -0.461
C 8.5688 14.7418 14.7556 -0.033
C 10.9177 15.4335 13.7543 -0.046
C 8.7546 16.1568 12.6989 -0.088
C 8.5574 12.8988 8.9783 -0.577
C 7.2676 12.1148 8.7543 -0.054
C 9.6320 12.2888 8.0889 -0.031
C 8.2419 14.3328 8.6306 -0.051
H 10.8080 9.4643 18.6775 0.100
H 12.1998 10.3687 18.2130 0.082
H 11.7608 8.9618 17.2983 0.061
H 9.3689 11.4231 18.3775 0.074
H 9.2768 12.3069 16.8099 0.084
H 10.7743 12.3846 17.8474 0.095
H 8.7689 10.1730 15.8888 0.113
H 9.3514 8.8130 16.9097 0.120
H 9.5787 8.0547 14.8489 0.126
H 11.2372 8.3179 15.3192 0.105
H 11.1828 7.8116 12.8256 0.154
H 12.4230 8.7063 13.7407 0.079
H 11.5812 7.9198 10.5716 0.117
H 13.3061 11.3945 8.8116 0.078
H 14.6324 12.9564 9.1024 0.073
H 14.1955 14.4271 9.7535 0.064
H 12.8649 13.3999 9.1268 0.079
H 15.6435 11.9340 11.1275 0.086
H 14.9573 12.3272 12.6891 0.076
H 15.5403 13.6843 11.5728 0.110
H 12.0093 14.0652 11.5511 0.086
H 13.5332 14.7029 12.1272 0.088
H 12.8049 13.2836 12.9751 0.059
H 10.6710 8.8699 7.7143 0.089
H 11.1065 7.2117 8.2529 0.073
H 11.5046 7.6593 6.7331 0.094
H 12.3952 10.4004 6.8957 0.102
H 13.4298 9.1198 6.1407 0.083
H 14.1813 10.1645 7.2413 0.096
H 13.7042 6.8709 9.0613 0.041
H 14.8365 8.1355 8.5539 0.095
H 14.0917 7.0468 7.4093 0.088
H 8.5488 9.9304 13.6271 0.163
H 9.2683 9.1710 12.1527 0.156
H 9.2574 10.5596 10.3937 0.118
H 8.8512 14.7782 11.0534 0.078
H 8.6120 13.6589 14.9071 0.056
H 7.5156 14.8742 14.4568 0.088
H 8.7084 15.2912 15.6467 0.063
H 11.4430 14.5627 14.1407 0.032
H 10.9530 16.2144 14.5071 0.075
H 11.4497 15.8123 12.8021 0.102
H 7.8102 15.8801 12.2526 0.075
H 9.4638 16.6774 11.9601 0.109
H 8.6026 16.9618 13.4364 0.085
H 7.3283 11.0856 9.0776 0.073
H 6.9120 12.1333 7.7227 0.091
H 6.5320 12.4175 9.4647 0.077
H 9.9364 11.3265 8.5104 0.064
H 10.4321 13.0514 8.2333 0.094
H 9.3368 12.2223 7.0482 0.085
H 7.4119 14.6912 9.2086 0.087
H 8.0799 14.5169 7.6013 0.075
H 9.1412 14.8971 8.8478 0.086
C 12.8847 14.8568 17.0347 -0.050
C 14.1761 14.5580 17.4403 -0.028
C 14.7972 13.3250 17.1101 0.017
C 14.0378 12.3790 16.4607 -0.221
N 12.8061 12.6716 16.0466 0.059
C 12.2671 13.8689 16.3598 -0.138
C 14.5975 11.0715 16.0405 -0.204
C 15.9303 10.7547 16.0510 -0.055
C 16.3618 9.4538 15.8241 -0.055
C 15.3687 8.4539 15.4978 -0.071
C 14.0725 8.8541 15.3931 -0.168
C 13.6092 10.1360 15.6602 -0.128
H 12.3655 15.7219 17.3447 0.104
H 14.6820 15.3517 17.9625 0.104
H 15.8442 13.2608 17.4143 0.116
H 11.2565 14.0334 16.0374 0.093
H 16.6396 11.5021 16.3421 0.095
H 17.4139 9.2104 15.8059 0.091
H 15.6147 7.4057 15.2654 0.106
H 13.3594 8.0263 15.3822 0.086
```

Computed properties:
E_LUMO (alpha / beta) (Ha): 0.01003 / 0.00548
Expectation value of S²: 2.01
Total energy (eV): -81924.3530
2S+1: 3

=====

Record 3
The following is a DFT calculation (ωB97M-V/def2-TZVPD) of a cluster of 2 separate species, C3H5F2NO2 in total at a distorted geometry.

XYZ file:
```
13
Properties=species:S:1:pos:R:3:lowdin_charge:R:1
C 0.3285 1.0989 0.1756 -0.058
C -0.6716 0.0139 -0.1813 0.005
C -0.4463 -1.3110 -0.0177 -0.199
N -1.3120 -2.2910 -0.4685 -0.407
O -2.4994 -2.0414 -0.6669 0.051
O -0.7594 -3.3637 -0.6910 0.032
F 0.6474 -1.7878 0.5648 0.176
F 2.1970 -3.7121 -0.9252 -0.122
H 0.4622 1.1832 1.3563 0.141
H -0.0697 1.9758 -0.2593 0.053
H 1.2985 0.9710 -0.2279 0.067
H 1.4357 -4.2889 -0.7513 0.105
H -1.4653 0.2362 -0.9797 0.156
```

Computed properties:
E_LUMO (alpha / beta) (Ha): 0.01897 / -0.14081
Expectation value of S²: 2.01
Total energy (eV): -14204.8379
2S+1: 3

=====

Record 4
The following is a DFT calculation (ωB97M-V/def2-TZVPD) of an isolated molecule of C3H11N2OPS at a distorted geometry.

XYZ file:
```
19
Properties=species:S:1:pos:R:3:lowdin_charge:R:1
C 2.3249 -0.1310 -1.2478 -0.095
C 1.7390 -0.7950 -0.0559 -0.451
O 1.0728 -0.1186 1.0078 -0.325
P -0.7296 -0.1438 0.7082 0.392
C -1.4071 0.4288 2.2545 -0.241
S -1.2445 -2.0348 0.3510 0.234
N -0.9569 0.9288 -0.5528 -0.279
N -1.8183 0.7982 -1.5972 -0.042
H 3.3180 0.3676 -1.0205 0.093
H 2.3280 -0.8948 -2.0460 0.083
H 1.4595 0.6058 -1.4300 0.079
H 2.4218 -1.5300 0.5007 0.132
H 0.9736 -1.6354 -0.3306 0.022
H -1.0119 1.4467 2.5595 0.077
H -2.5095 0.3852 2.2464 0.058
H -1.1380 -0.3220 2.9734 0.034
H -0.4816 1.7762 -0.6217 0.078
H -1.5133 0.1148 -2.2436 0.059
H -2.8270 0.7533 -1.4554 0.090
```

Computed properties:
Structure (SMILES): CCO[P@](C)(=S)NN
E_LUMO (Ha): 0.02954
Total energy (eV): -28440.3979
2S+1: 1